# 1
# CH3O3S2

A gas-phase ion, CH3O3S2 (charge -1) in a non-equilibrium geometry (wB97M-V/def2-TZVPD, the Open Molecules 2025 dataset).

```
9
Properties=species:S:1:pos:R:3:forces:R:3
C -0.08755 0.39110 -0.19584 1.67 1.28 -1.44
O -2.09267 -0.53246 1.25767 -0.22 -0.22 -0.17
O -2.50212 0.41658 -1.02917 -1.01 -0.39 -1.10
O 2.38209 -0.36540 0.02056 -1.51 -0.39 0.52
S 0.80504 -0.97722 0.56273 -0.12 0.75 -0.81
S -1.96278 0.60902 0.31276 1.72 0.38 1.03
H 0.66665 1.20035 0.12726 -1.61 -0.46 -0.39
H -0.03739 0.40302 -1.37968 -0.25 -0.44 2.35
H 2.82874 -1.14498 0.32371 1.32 -0.51 0.00
```
Forces are in eV/Å.

Properties
Strongest force on any atom = 0.0496 hartree/bohr
HOMO-LUMO gap = 6.644 eV
HOMO level = -3.45 eV
Charge = -1
Spin multiplicity = 1
DFT total energy = -28898.105 eV

# 2
# C32H31N4O9S5Tl

A molecular structure, C32H31N4O9S5Tl in a non-equilibrium geometry (wB97M-V/def2-TZVPD, the Open Molecules 2025 dataset).

```
82
Properties=species:S:1:pos:R:3:forces:R:3
Tl 0.96071 0.46483 -0.60296 0.31 0.23 -0.11
C 4.99474 -4.97337 0.50738 -0.10 0.09 -0.03
C 3.69379 -4.48906 1.08449 -0.05 -0.11 -0.01
C 3.63430 -3.34013 1.86613 0.09 0.01 0.03
C 2.44299 -2.90239 2.41681 -0.17 0.19 0.08
C 1.28724 -3.62476 2.16050 -0.20 -0.04 -0.09
C 1.31372 -4.77113 1.36948 0.03 0.00 0.08
C 2.51681 -5.19890 0.84130 0.02 0.09 0.00
S -0.27577 -3.15338 2.81798 -0.42 -0.62 -0.11
O -1.11255 -4.32528 2.85855 0.15 0.09 -0.13
O -0.19588 -2.35302 3.99551 0.27 0.33 -0.19
N -0.83463 -2.13034 1.57433 0.64 0.28 0.51
C -0.95803 -2.56166 0.22449 -0.08 -0.23 -0.09
C -1.67050 -3.70148 -0.12180 -0.02 0.14 0.11
C -1.74330 -4.03868 -1.46354 -0.02 0.10 -0.07
C -1.12069 -3.22313 -2.39483 0.03 -0.05 0.03
C -0.43105 -2.10719 -1.94362 -0.09 -0.12 -0.08
N -0.34617 -1.78395 -0.65903 -0.13 -0.31 -0.13
H 5.84540 -4.52013 1.01384 0.00 -0.01 -0.02
H 5.05370 -4.71362 -0.55191 0.03 0.01 0.01
H 5.06980 -6.05737 0.59245 0.04 -0.01 -0.01
H 4.53995 -2.77503 2.04932 -0.01 -0.01 0.03
H 2.39933 -2.00429 3.01800 0.03 -0.05 -0.02
H 0.39795 -5.31973 1.20274 0.03 -0.06 -0.01
H 2.54877 -6.09714 0.23606 0.00 0.00 0.01
H -2.15106 -4.28193 0.65318 0.02 -0.02 -0.01
H -2.29710 -4.91308 -1.77923 0.02 -0.01 0.01
H -1.17141 -3.44501 -3.45191 0.04 0.02 0.01
H 0.06957 -1.43604 -2.63298 -0.05 -0.06 -0.04
O -3.25492 0.52916 2.15482 0.09 -0.14 0.21
S -1.86316 0.21000 2.06532 -0.63 0.74 -0.68
O -1.95377 -1.42101 2.02591 -0.29 0.09 0.11
O -1.17200 0.70198 0.90536 -0.14 -0.38 0.48
C -1.12125 0.72222 3.59681 0.23 -0.16 -0.09
C -2.01672 0.75488 4.66026 0.08 -0.04 -0.09
C -1.57321 1.14538 5.91091 0.02 0.05 0.07
C -0.25453 1.53432 6.08846 -0.10 -0.01 0.05
C 0.62886 1.52167 5.02138 0.07 0.04 -0.12
C 0.21464 1.10421 3.76747 -0.17 -0.34 -0.17
S 1.46599 0.97428 2.48454 0.53 0.57 0.30
O 2.73571 1.00080 3.17159 -0.12 -0.04 0.15
O 1.25211 2.10659 1.58818 -0.07 -0.08 0.00
O 1.17685 -0.30721 1.84172 0.15 -0.08 -0.12
H -3.04631 0.47748 4.48884 0.01 -0.03 0.06
H -2.26063 1.14480 6.74597 -0.01 0.02 -0.01
H 0.08859 1.83521 7.06967 0.02 0.03 -0.02
H 1.66501 1.81210 5.13260 -0.02 -0.05 0.07
O -1.34721 0.86723 -2.24227 -0.05 -0.01 0.12
S -2.50688 1.58422 -1.61651 0.03 0.63 -0.49
C -3.29060 2.45883 -3.00477 -0.07 -0.10 0.14
C -4.48703 3.13147 -2.80271 0.03 -0.08 0.12
C -5.04361 3.85373 -3.84608 0.00 0.03 0.01
C -4.40347 3.90051 -5.07821 0.01 -0.04 -0.05
C -3.21774 3.20611 -5.27492 -0.06 0.03 0.03
C -2.65979 2.47550 -4.23470 0.12 -0.11 0.02
C -1.84662 3.10974 -0.89786 -0.04 -0.20 0.14
C -0.73080 3.70012 -1.46463 0.04 0.00 -0.12
C -0.21791 4.85836 -0.90143 -0.02 -0.05 -0.01
C -0.81623 5.40580 0.22597 0.02 -0.01 -0.01
C -1.92657 4.79664 0.79269 -0.01 0.09 0.01
C -2.45303 3.64561 0.22632 -0.05 -0.20 0.00
H -4.96845 3.09600 -1.83123 -0.03 0.03 -0.04
H -5.97439 4.38605 -3.69837 0.01 -0.01 0.01
H -4.83657 4.47103 -5.88981 0.00 0.00 0.01
H -2.72350 3.23632 -6.23740 -0.01 -0.01 0.00
H -1.74127 1.91524 -4.35989 0.00 0.02 0.00
H -0.28135 3.25659 -2.34612 0.02 -0.01 0.04
H 0.65205 5.33082 -1.33937 -0.01 0.00 0.01
H -0.40772 6.30678 0.66527 0.00 -0.03 0.03
H -2.37306 5.20962 1.68824 -0.02 0.00 -0.03
H -3.31035 3.14803 0.66686 0.06 0.00 0.05
C 2.49920 -0.24453 -4.17345 0.09 0.02 0.00
N 3.33613 0.40512 -3.18396 -0.09 0.03 0.08
C 3.91872 -0.21879 -2.13685 0.15 0.02 -0.17
N 4.58120 0.59454 -1.27782 -0.09 0.05 -0.03
S 3.90201 -1.87086 -1.90081 -0.12 -0.10 0.07
H 2.80758 0.05604 -5.17506 -0.03 0.02 0.01
H 1.44562 0.00830 -4.02801 0.01 0.02 0.02
H 2.62826 -1.31770 -4.07157 -0.01 -0.03 0.01
H 3.30207 1.41187 -3.16271 0.08 0.00 0.00
H 4.40390 1.58607 -1.25810 0.00 -0.01 0.01
H 4.91554 0.16909 -0.43125 -0.03 0.00 0.04
```
Forces are in eV/Å.

Properties
Strongest force on any atom = 0.0231 hartree/bohr
HOMO-LUMO gap = 8.462 eV
HOMO level = -8.37 eV
Charge = 0
Spin multiplicity = 1
DFT total energy = -116943.126 eV

# 3
# C4H9NO

2 unconnected molecules or ions with the total composition C4H9NO in a non-equilibrium geometry (wB97M-V/def2-TZVPD, the Open Molecules 2025 dataset).

```
15
Properties=species:S:1:pos:R:3:forces:R:3
C -1.57959 0.97993 -1.15420 0.07 -0.55 0.31
C -0.44434 1.28258 -0.52680 1.71 0.62 -2.72
C 0.96922 0.72793 -0.97658 -1.71 0.78 0.38
H -1.62829 0.29261 -1.98424 0.32 -0.59 0.04
H -2.56605 1.20750 -0.78065 0.01 0.90 -0.01
H -0.33308 2.24353 -0.03982 -0.42 -0.44 1.19
H 1.64381 0.64410 -0.12426 -0.13 -0.13 0.05
H 0.87062 -0.23341 -1.48009 0.05 0.02 0.00
H 1.41079 1.45973 -1.65451 0.07 -0.09 -0.11
N 0.86050 -1.65953 1.74213 0.23 -0.41 0.08
C -0.31308 -1.25309 1.21835 -0.18 1.47 -0.16
O -0.79519 -0.14765 1.42740 0.24 -1.59 0.65
H 1.37963 -1.03183 2.32859 -0.02 0.08 0.12
H 1.26234 -2.55193 1.51475 -0.06 0.05 -0.03
H -0.73730 -1.96047 0.48993 -0.18 -0.11 0.19
```
Forces are in eV/Å.

Properties
Strongest force on any atom = 0.0636 hartree/bohr
HOMO-LUMO gap = 9.400 eV
SMILES string = C=CC.NC=O
HOMO level = -8.49 eV
Charge = 0
Spin multiplicity = 1
DFT total energy = -7830.176 eV

Short version: relative energy (zero: lowest compared OMol25 entry of this formula, charge and spin) = 221.3, 139.7, 206.9 kJ/mol, in the order given.